Here is a cluster of 11 separate species, C51H56B2Cl2F17N8O9S3 in total from the Open Molecules 2025 dataset. Energies are from ωB97M-V/def2-TZVPD.

Atoms and positions in Å:
C (-4.814, 9.403, -0.651)
N (-4.566, 8.001, -0.422)
C (-4.788, 7.069, -1.341)
C (-4.648, 5.758, -1.068)
C (-4.254, 5.339, 0.240)
C (-3.918, 6.379, 1.186)
C (-4.175, 7.702, 0.864)
C (-4.191, 3.848, 0.491)
C (-4.904, 2.948, -0.228)
C (-4.683, 1.581, -0.004)
N (-3.946, 1.147, 1.065)
C (-3.271, 2.073, 1.785)
C (-3.298, 3.407, 1.498)
C (-4.026, -0.275, 1.329)
H (-4.722, 9.612, -1.716)
H (-4.058, 9.963, -0.101)
H (-5.825, 9.681, -0.353)
H (-4.918, 7.496, -2.324)
H (-4.749, 5.103, -1.921)
H (-3.616, 6.226, 2.211)
H (-4.220, 8.547, 1.534)
H (-5.597, 3.306, -0.975)
H (-5.214, 0.857, -0.604)
H (-2.615, 1.642, 2.528)
H (-2.645, 4.092, 2.018)
H (-3.944, -0.667, 0.315)
H (-5.046, -0.555, 1.590)
H (-3.212, -0.690, 1.924)
C (6.163, -0.050, 0.559)
N (5.182, -1.078, 0.145)
C (4.694, -1.105, -1.139)
C (3.567, -1.815, -1.416)
C (2.855, -2.486, -0.494)
C (3.427, -2.542, 0.769)
C (4.530, -1.764, 1.128)
C (1.479, -3.002, -0.784)
C (0.400, -2.576, -0.085)
C (-0.895, -2.692, -0.573)
N (-1.095, -3.455, -1.667)
C (-0.056, -4.043, -2.350)
C (1.247, -3.718, -1.899)
C (-2.464, -3.702, -2.134)
H (7.182, -0.436, 0.542)
H (6.004, 0.394, 1.542)
H (6.167, 0.763, -0.167)
H (5.224, -0.474, -1.836)
H (3.276, -1.915, -2.451)
H (2.782, -2.945, 1.536)
H (4.868, -1.611, 2.142)
H (0.540, -1.886, 0.734)
H (-1.677, -2.198, -0.016)
H (-0.341, -4.616, -3.220)
H (2.076, -4.132, -2.455)
H (-3.236, -3.595, -1.372)
H (-2.475, -4.682, -2.609)
H (-2.660, -2.950, -2.898)
C (4.544, 0.780, 6.023)
N (3.967, 1.580, 4.875)
C (2.650, 1.408, 4.563)
C (2.108, 2.043, 3.470)
C (2.894, 2.866, 2.652)
C (4.230, 3.074, 3.046)
C (4.779, 2.456, 4.160)
C (2.381, 3.431, 1.398)
C (2.993, 2.923, 0.202)
C (2.714, 3.460, -1.022)
N (1.604, 4.276, -1.133)
C (0.876, 4.653, -0.035)
C (1.279, 4.280, 1.260)
C (1.154, 4.651, -2.461)
H (5.624, 0.928, 6.007)
H (4.223, -0.261, 6.000)
H (4.210, 1.152, 6.991)
H (2.127, 0.638, 5.111)
H (1.094, 1.815, 3.175)
H (4.876, 3.650, 2.400)
H (5.820, 2.606, 4.404)
H (3.763, 2.167, 0.166)
H (3.216, 3.236, -1.952)
H (-0.140, 4.940, -0.261)
H (0.624, 4.509, 2.087)
H (1.019, 5.732, -2.484)
H (0.173, 4.185, -2.550)
H (1.869, 4.312, -3.210)
C (-6.536, -6.178, 2.010)
N (-6.231, -5.921, 0.651)
C (-6.209, -4.578, 0.228)
C (-6.021, -4.304, -1.156)
C (-5.950, -5.330, -2.111)
C (-5.955, -6.706, -1.612)
C (-6.109, -6.923, -0.229)
C (-5.789, -5.034, -3.568)
C (-6.399, -3.862, -4.053)
C (-6.075, -3.326, -5.310)
N (-5.166, -4.019, -6.014)
C (-4.660, -5.195, -5.689)
C (-4.968, -5.745, -4.451)
C (-4.756, -3.434, -7.328)
H (-7.529, -5.740, 2.114)
H (-5.730, -5.613, 2.477)
H (-6.429, -7.233, 2.262)
H (-6.436, -3.775, 0.913)
H (-6.147, -3.288, -1.500)
H (-5.795, -7.529, -2.294)
H (-6.083, -7.899, 0.233)
H (-7.032, -3.271, -3.409)
H (-6.481, -2.380, -5.634)
H (-3.914, -5.560, -6.379)
H (-4.413, -6.638, -4.207)
H (-4.178, -4.072, -7.997)
H (-4.248, -2.488, -7.141)
H (-5.627, -3.161, -7.923)
B (6.086, 4.002, -0.591)
F (5.479, 3.015, -1.361)
F (5.009, 4.846, -0.251)
F (6.556, 3.382, 0.524)
F (7.121, 4.634, -1.377)
B (8.607, -0.043, -2.016)
F (8.512, 1.154, -1.383)
F (7.491, -0.133, -2.843)
F (9.712, 0.050, -2.855)
F (8.787, -1.079, -1.094)
C (0.665, 0.782, -1.730)
F (1.784, 0.577, -1.033)
F (0.962, 1.758, -2.606)
F (0.325, -0.327, -2.345)
S (-0.749, 1.277, -0.488)
O (-1.470, 2.445, -1.100)
O (-1.609, 0.058, -0.351)
O (-0.155, 1.647, 0.783)
C (8.972, -1.887, 4.988)
F (9.185, -0.924, 5.938)
F (10.079, -2.501, 4.669)
F (8.119, -2.830, 5.438)
S (8.158, -1.062, 3.363)
O (7.282, 0.036, 3.853)
O (9.234, -0.532, 2.604)
O (7.414, -2.131, 2.739)
C (-0.503, -1.437, 3.907)
F (-0.522, -0.162, 4.281)
F (-1.258, -2.139, 4.744)
F (-0.950, -1.527, 2.639)
S (1.372, -2.007, 4.109)
O (1.375, -3.434, 3.799)
O (2.059, -1.199, 3.094)
O (1.779, -1.590, 5.464)
Cl (-1.586, -3.480, -5.642)
Cl (3.971, -6.215, -2.038)

Output
Total energy in eV: -189238.1985
Net charge: +1
Frontier orbital gap in eV: 1.08
HOMO energy in eV: -7.839

=====

Here is a structure of composition C51H57As3CrN3O2P2 from the Open Molecules 2025 dataset. Energies are from ωB97M-V/def2-TZVPD.

Atoms and positions in Å:
Cr (0.096, -0.203, 0.101)
C (1.119, -2.010, 3.306)
As (0.124, -0.474, 2.652)
C (1.111, 0.852, 3.658)
C (-1.641, -0.503, 3.480)
C (-2.558, -1.725, 3.319)
C (-1.946, -2.984, 3.926)
C (-2.966, -2.006, 1.855)
As (-1.701, -2.038, 0.353)
C (-2.940, -2.384, -1.102)
C (-0.892, -3.797, 0.494)
C (-3.890, -1.382, 4.031)
As (-4.241, -1.255, 5.992)
C (-3.907, -3.095, 6.582)
C (-2.614, -0.443, 6.743)
H (0.901, -2.125, 4.370)
H (2.178, -1.781, 3.181)
H (0.890, -2.930, 2.783)
H (0.911, 0.672, 4.717)
H (0.843, 1.869, 3.390)
H (2.171, 0.692, 3.462)
H (-2.146, 0.389, 3.093)
H (-1.463, -0.336, 4.546)
H (-1.157, -3.401, 3.304)
H (-2.711, -3.752, 4.036)
H (-1.531, -2.790, 4.915)
H (-3.736, -1.297, 1.551)
H (-3.424, -3.003, 1.810)
H (-3.417, -3.348, -0.905)
H (-2.404, -2.427, -2.049)
H (-3.701, -1.608, -1.162)
H (-1.663, -4.494, 0.833)
H (-0.057, -3.795, 1.184)
H (-0.522, -4.107, -0.480)
H (-4.639, -2.123, 3.728)
H (-4.251, -0.428, 3.632)
H (-4.489, -3.789, 5.977)
H (-4.266, -3.171, 7.607)
H (-2.858, -3.380, 6.556)
H (-2.468, 0.562, 6.347)
H (-1.719, -1.045, 6.591)
H (-2.781, -0.349, 7.816)
O (-2.361, 0.817, -2.117)
C (-2.248, -0.005, -3.234)
C (-3.388, -0.342, -3.941)
C (-3.266, -1.149, -5.063)
C (-2.016, -1.602, -5.463)
C (-0.890, -1.289, -4.719)
C (-0.991, -0.493, -3.576)
P (0.436, -0.255, -2.471)
C (1.497, -1.644, -2.956)
C (2.674, -1.491, -3.676)
C (3.391, -2.612, -4.079)
C (2.928, -3.881, -3.780)
C (1.737, -4.040, -3.079)
C (1.032, -2.927, -2.668)
C (1.326, 1.236, -2.992)
C (2.591, 1.499, -2.464)
C (3.262, 2.661, -2.802)
C (2.675, 3.578, -3.665)
C (1.430, 3.312, -4.213)
C (0.763, 2.140, -3.887)
C (-2.165, 2.168, -2.347)
C (-2.610, 2.792, -3.499)
C (-2.398, 4.155, -3.646)
C (-1.767, 4.884, -2.648)
C (-1.352, 4.249, -1.490)
C (-1.531, 2.877, -1.332)
P (-1.246, 1.996, 0.233)
C (-0.304, 3.173, 1.242)
C (0.802, 3.802, 0.663)
C (1.542, 4.719, 1.390)
C (1.209, 5.002, 2.711)
C (0.127, 4.367, 3.298)
C (-0.627, 3.457, 2.566)
C (-2.960, 2.027, 0.862)
C (-3.805, 0.975, 0.537)
C (-5.158, 1.024, 0.836)
C (-5.686, 2.145, 1.457)
C (-4.861, 3.223, 1.745)
C (-3.513, 3.176, 1.435)
H (-4.346, 0.043, -3.621)
H (-4.146, -1.416, -5.631)
H (-1.920, -2.215, -6.347)
H (0.070, -1.686, -5.016)
H (3.039, -0.507, -3.940)
H (4.308, -2.486, -4.635)
H (3.488, -4.749, -4.097)
H (1.366, -5.030, -2.859)
H (0.097, -3.051, -2.130)
H (3.071, 0.781, -1.811)
H (4.251, 2.844, -2.405)
H (3.202, 4.483, -3.932)
H (0.983, 4.005, -4.910)
H (-0.186, 1.928, -4.354)
H (-3.107, 2.229, -4.276)
H (-2.740, 4.648, -4.545)
H (-1.618, 5.947, -2.761)
H (-0.899, 4.834, -0.703)
H (1.069, 3.593, -0.367)
H (2.370, 5.235, 0.922)
H (1.786, 5.721, 3.273)
H (-0.138, 4.581, 4.323)
H (-1.462, 2.965, 3.048)
H (-3.405, 0.128, 0.000)
H (-5.800, 0.192, 0.578)
H (-6.739, 2.189, 1.696)
H (-5.273, 4.114, 2.196)
H (-2.908, 4.051, 1.619)
N (3.682, 1.874, 0.939)
C (2.915, 0.816, 0.665)
O (1.692, 1.009, 0.341)
C (3.468, -0.498, 0.726)
C (2.486, -1.412, 0.395)
N (1.439, -1.826, 0.098)
C (4.796, -0.770, 1.112)
N (5.871, -0.982, 1.458)
H (3.261, 2.788, 0.951)
H (4.652, 1.766, 1.193)

Output
Total energy in eV: -291880.6258
Net charge: +2
Expectation value of S²: 3.853
Frontier orbital gap (spin up / spin down) in eV: 6.28 / 7.00
Spin multiplicity: 4
HOMO energy (spin up / spin down) in eV: -12.527 / -12.527
ΔE to the lowest compared entry with this formula, charge and spin in kcal/mol: 0.4

=====

| no. | F_max (eV Å⁻¹) |
| --- | --- |
| 1 | 4.07 |
| 2 | 0.49 |